[1]
A molecular structure, C24H39Br3ClF7IN4O6S2Si in a non-equilibrium geometry. Source: the Open Molecules 2025 dataset; level of theory: ωB97M-V/def2-TZVPD.

```
88
Properties=species:S:1:pos:R:3:forces:R:3:lowdin_charge:R:1
C -2.10833 3.18388 0.77007 -0.4 0.6 0.1 -0.079
C -1.59162 2.67372 -0.70258 2.6 4.4 -1.4 -0.267
N -0.86778 3.68941 -1.34682 -3.0 -4.8 2.4 0.098
C -1.89223 1.30222 -1.49417 -1.1 0.7 -0.6 -0.074
C -1.61461 -0.13629 -0.74154 1.7 1.7 -1.0 -0.364
S -3.32975 -0.55780 -0.00064 -1.1 -0.7 10.8 0.937
O -3.26274 -1.74352 1.04363 0.7 2.8 -5.2 -0.347
O -3.85976 0.58830 0.95039 1.9 -2.7 -5.2 -0.311
C -4.63249 -0.99199 -1.24043 -2.6 -4.3 -2.2 -0.213
F -4.06954 -1.68712 -2.45901 -1.3 2.3 3.6 -0.001
F -5.47710 -2.06724 -0.58997 3.1 3.9 -2.0 0.027
C -5.64566 0.13537 -1.78136 -4.0 1.7 -0.2 -0.119
F -7.05058 -0.30841 -1.43509 4.7 1.5 -1.1 0.040
F -5.53443 1.50669 -1.26775 0.3 -4.6 -1.4 0.049
C -5.69793 0.30442 -3.44673 -2.2 1.8 -1.9 -0.137
F -6.65400 1.45747 -3.65806 3.4 -4.1 0.6 0.033
F -4.41151 0.75888 -4.02806 -4.2 -2.0 1.9 0.027
F -6.32442 -0.84974 -4.13186 2.9 4.1 2.4 0.069
C -0.51158 -0.11920 0.44151 -1.4 -0.7 1.7 -0.070
C 1.07195 -0.15862 0.10054 0.2 0.3 2.1 -0.356
C 1.70539 -0.95884 1.42250 -0.5 -1.5 -0.5 -0.167
C 1.24691 -0.39569 2.87218 0.1 -1.0 1.4 -0.190
C 2.53853 -0.22293 3.92076 -0.6 -0.1 0.6 -0.178
C 2.71524 1.30529 4.48752 1.8 -1.5 -0.8 -0.226
S 1.29598 1.93685 5.53475 0.2 7.6 4.2 0.805
O 1.93898 2.52673 6.84732 -2.1 -3.5 -4.8 -0.372
O 0.60759 3.14699 4.81859 1.5 -5.4 1.3 -0.383
O 0.22109 0.70897 6.02613 0.3 1.9 -1.6 -0.304
Si 1.97156 1.58461 0.16405 1.3 1.7 -0.2 0.585
C 2.07465 2.44303 -1.58431 -1.3 0.0 -0.7 -0.209
C 1.21032 2.85786 1.35481 -0.5 2.0 0.5 -0.204
C 3.86038 1.42180 0.68792 1.1 -0.4 -0.7 -0.192
N 1.48407 -0.73228 -1.24354 -4.2 -0.1 -2.4 -0.036
C 2.44620 -1.82218 -1.21265 2.6 -2.6 0.5 -0.242
C 3.15710 -2.45807 -2.52361 2.9 -0.1 1.2 -0.709
C 4.37138 -1.51129 -3.18982 0.0 0.1 -0.4 -0.154
I 1.92093 -3.49870 -3.98760 0.5 0.4 0.6 0.918
C 0.32253 -0.75774 -2.16975 -0.6 0.4 -1.7 -0.135
N 0.38562 -0.39032 -3.52373 1.1 -0.6 3.0 -0.416
C 1.63208 0.12360 -4.19118 1.1 1.6 -2.2 -0.139
Cl -1.01340 -0.48530 -4.59456 1.5 0.1 1.2 0.800
N -1.14057 -1.09942 -1.79077 2.0 0.7 0.3 -0.105
C -1.17451 -2.53900 -1.51201 0.9 -3.7 -0.4 -0.123
C -1.52734 -3.47200 -2.86106 -4.0 -5.4 0.8 -0.139
O -2.28489 -4.59706 -2.73564 5.0 7.5 -0.4 -0.059
H -2.09632 2.38280 1.61676 -0.3 1.3 -1.8 0.066
H -1.46182 4.10084 1.17734 -1.2 -2.2 -1.4 0.102
H -3.20886 3.62948 0.64997 2.3 -1.3 0.2 0.114
H -0.56987 3.39462 -2.29522 -0.4 0.0 0.5 0.024
H -3.05003 1.32334 -1.79018 2.4 0.1 0.6 0.119
H -1.34999 1.39751 -2.55390 -1.0 -0.5 2.5 0.109
H -0.75477 -1.09041 1.09570 0.5 2.0 -1.4 0.146
H -0.70132 0.78650 1.15922 0.3 -1.7 -1.5 0.107
H 2.86391 -1.04729 1.42413 -2.1 0.4 -0.3 0.092
H 1.28860 -2.07285 1.31767 0.9 2.3 0.4 0.125
H 0.57634 -1.24376 3.37921 1.4 2.1 -1.3 0.033
H 0.60555 0.57451 2.89250 1.3 -1.7 -0.3 0.095
H 3.54886 -0.58310 3.44689 -1.9 0.9 0.8 0.120
H 2.34683 -0.91757 4.86703 0.4 1.5 -2.1 0.133
H 3.69601 1.33470 5.16457 -2.5 0.0 -1.1 0.143
H 2.89965 2.07982 3.62767 -0.9 -1.3 1.8 0.084
H -0.73003 1.04544 5.91060 1.9 -0.2 0.1 0.094
H 1.12759 2.03212 -2.18118 2.1 0.9 0.8 0.012
H 1.86202 3.60007 -1.43693 0.7 -2.4 -0.4 0.069
H 3.07178 2.21020 -2.14996 -1.9 0.6 1.0 0.049
H 0.29933 2.52492 1.99929 1.9 0.7 -0.9 0.025
H 0.82778 3.78462 0.70548 0.7 -2.1 1.4 0.057
H 2.07453 3.31905 2.03693 -2.0 -1.1 -1.3 0.073
H 4.50426 2.19476 0.04480 -1.5 -1.5 1.5 0.071
H 4.03880 1.66010 1.81900 -0.2 -0.8 -2.2 0.037
H 4.27481 0.35087 0.36164 -0.6 2.2 1.0 0.040
H 3.41845 -1.43029 -0.62800 -2.4 -0.8 -1.1 0.140
H 2.00266 -2.76675 -0.62866 1.0 2.1 -1.1 0.141
H 3.81256 -3.35909 -2.06829 -1.9 2.0 -0.8 0.104
H 5.42598 -2.04632 -3.14306 -2.4 0.9 0.0 0.100
H 4.16430 -1.28851 -4.34265 0.5 -0.3 2.7 0.073
H 4.48509 -0.52555 -2.54925 -0.4 -1.8 -1.5 0.083
H 2.11164 -0.60874 -4.98796 -1.4 1.1 1.9 0.081
H 1.30194 1.08200 -4.82266 0.6 -2.1 1.5 0.129
H 2.48524 0.48578 -3.48669 -2.1 -1.0 -0.8 0.082
H -1.89338 -2.96267 -0.70485 1.0 1.3 -1.2 0.146
H -0.08966 -2.92601 -1.19639 -2.2 0.7 -0.5 0.132
H -1.13533 -3.23939 -3.93662 -0.6 -0.1 2.1 0.055
C -1.83028 -3.46245 4.80276 -0.5 -0.1 0.1 -1.567
Br -1.74515 -4.42680 6.49004 0.1 0.3 -0.5 0.596
Br -1.40707 -1.57682 5.02459 -0.2 -0.7 0.0 0.663
Br -0.72558 -4.29639 3.43593 -0.1 0.3 0.3 0.554
H -2.86684 -3.51865 4.45432 0.5 0.0 0.1 -0.017
```
Forces are in eV/Å.

electronic energy	-11872.2070	Ha
LUMO	-5.030	eV
charge	+1

[2]
9 unconnected molecules or ions with the total composition C24H39Cl12N3 in a non-equilibrium geometry. Source: the Open Molecules 2025 dataset; level of theory: ωB97M-V/def2-TZVPD.

```
78
Properties=species:S:1:pos:R:3:forces:R:3:lowdin_charge:R:1
N 2.27933 1.13482 4.38099 -0.5 -3.0 0.9 0.040
C 1.12955 0.44391 4.78690 0.9 1.0 -0.2 -0.155
C 1.50585 -0.78478 5.25746 -0.9 -0.6 0.5 -0.148
C 2.89432 -0.90432 5.08343 1.0 1.1 0.0 -0.115
C 3.36745 0.29342 4.57162 -1.2 -0.1 -0.3 -0.114
H 2.28877 2.06007 4.06060 0.1 1.1 -0.6 0.124
H 0.17354 0.91276 4.65607 -0.2 0.0 0.3 0.096
H 0.86835 -1.53169 5.75901 0.3 0.6 -0.6 0.083
H 3.53781 -1.68973 5.42144 0.0 -0.4 -0.1 0.089
H 4.33043 0.54976 4.18747 0.4 0.2 0.2 0.099
N 3.79401 3.19693 -3.67128 0.9 0.8 -0.4 -0.003
C 3.43884 2.04540 -3.09088 -0.4 -1.4 1.3 -0.151
C 2.09144 1.85864 -3.30894 -0.4 -1.5 0.0 -0.137
C 1.69550 2.91269 -4.16392 -2.0 0.3 0.1 -0.144
C 2.74908 3.74965 -4.33595 -0.3 0.3 -0.3 -0.136
H 4.73353 3.49687 -3.77631 0.6 0.3 0.1 0.143
H 4.14001 1.47714 -2.48123 -0.2 0.1 -0.3 0.122
H 1.44408 1.00056 -2.96750 1.0 1.2 -0.4 0.055
H 0.67014 3.09166 -4.51752 0.7 -0.1 0.2 0.063
H 2.79107 4.71501 -4.80729 0.2 -0.1 -0.2 0.112
N 0.78327 -0.99802 2.01104 -0.3 -0.1 1.6 0.037
C -0.28773 -0.21826 1.72436 0.3 0.1 -0.4 -0.174
C -0.18611 0.11634 0.42027 1.2 -0.7 -0.5 -0.116
C 1.02458 -0.46540 -0.11582 -1.2 0.5 0.1 -0.082
C 1.58126 -1.13592 0.93627 0.1 0.2 -0.8 -0.138
H 1.05279 -1.14754 2.96996 0.2 -0.4 0.1 0.103
H -1.03580 0.10191 2.40884 -0.2 -0.1 0.6 0.067
H -0.90449 0.69683 -0.04535 -1.1 1.1 -1.2 0.026
H 1.35311 -0.38344 -1.14490 0.1 -0.1 0.3 0.042
H 2.47741 -1.68821 0.98804 0.8 -0.5 0.1 0.098
Cl -1.01239 1.76612 -6.36360 0.0 -0.4 0.1 0.555
C -1.26046 0.22966 -5.46158 -0.1 -0.2 -0.4 -0.626
C -2.17925 0.43189 -4.27720 -0.5 -1.3 0.4 -0.633
Cl -1.45432 1.27661 -2.85005 0.1 -0.1 -0.7 0.585
H -0.30308 -0.16715 -5.16950 0.5 0.2 0.2 0.039
H -1.65130 -0.52483 -6.18065 -0.2 0.7 0.5 0.089
H -2.46515 -0.58017 -3.86202 0.2 1.1 -0.6 0.090
H -3.07064 0.98265 -4.58299 0.2 -0.1 0.3 0.025
Cl -4.82869 1.86985 -2.63789 0.4 0.0 0.8 0.540
C -4.50960 1.36608 -0.90800 -0.6 0.1 -0.3 -0.626
C -3.64509 2.30661 -0.10014 -1.2 0.0 0.1 -0.621
Cl -3.80760 1.82944 1.64897 0.2 0.0 -0.6 0.538
H -4.08600 0.38427 -0.89700 0.2 -0.6 -0.3 0.041
H -5.51529 1.32113 -0.50933 0.0 0.0 0.3 0.054
H -4.07752 3.28959 -0.19232 0.3 0.5 0.1 0.067
H -2.61430 2.27569 -0.37425 0.6 0.1 -0.1 -0.014
Cl -1.18952 -3.48127 -1.14030 0.4 -0.6 -0.3 0.612
C -2.51165 -2.52072 -0.48592 0.0 0.4 0.1 -0.674
C -2.49253 -2.54639 1.03093 -1.3 -0.9 -0.6 -0.616
Cl -3.48216 -3.98650 1.53189 0.3 -0.1 0.4 0.533
H -3.46344 -2.93173 -0.89208 0.7 0.6 0.3 0.073
H -2.27932 -1.50305 -0.81129 -0.4 -0.1 -0.1 0.043
H -3.06471 -1.72496 1.40535 0.0 0.7 0.3 0.046
H -1.52639 -2.62169 1.48836 0.4 0.1 0.0 0.046
Cl 1.57395 -2.00839 -3.34372 0.4 -0.4 0.3 0.553
C 1.99123 -3.33271 -2.19302 0.1 -1.1 -0.4 -0.667
C 3.39337 -3.92244 -2.32978 0.0 0.9 -1.2 -0.651
Cl 4.59562 -2.84790 -1.61255 0.5 0.4 0.5 0.547
H 1.29935 -4.16154 -2.40145 0.0 0.5 0.1 0.050
H 1.85676 -2.96562 -1.18714 -0.3 0.2 0.2 0.020
H 3.71649 -3.97623 -3.37804 -0.4 -0.3 0.2 0.065
H 3.50038 -4.89187 -1.86172 -0.3 -0.1 0.2 0.070
Cl -2.16120 -1.22448 4.73852 -0.2 -0.2 -0.2 0.560
C -3.26241 -2.57972 5.17544 0.1 0.7 -0.6 -0.646
C -2.53452 -3.83969 5.45152 0.7 0.0 1.2 -0.589
Cl -1.34557 -3.60573 6.85550 -0.6 -0.2 -0.9 0.483
H -3.95017 -2.72406 4.33860 0.1 0.0 0.1 0.059
H -3.79686 -2.24844 6.04640 -0.3 0.1 0.3 0.063
H -1.99275 -4.24393 4.60391 0.0 0.0 0.1 0.066
H -3.26874 -4.52068 5.85836 0.0 -0.5 -0.2 0.070
Cl 2.48202 5.76846 0.27331 -0.1 -0.1 -0.4 0.523
C 2.11386 4.19652 -0.50360 0.0 -0.4 -0.2 -0.670
C 0.70902 4.02772 -1.03122 0.6 0.4 -0.1 -0.659
Cl -0.47565 4.20859 0.28941 -0.2 -0.1 -0.3 0.564
H 2.25742 3.45199 0.27293 0.4 -0.1 -0.1 0.061
H 2.75915 4.03560 -1.38381 0.1 0.1 0.7 0.058
H 0.68779 3.01150 -1.43696 -0.4 0.2 0.1 0.037
H 0.56041 4.74490 -1.84715 -0.5 -0.1 0.4 0.083
```
Forces are in eV/Å.

electronic energy	-6624.4554	Ha
SMILES	c1cc[nH]c1.c1cc[nH]c1.c1cc[nH]c1.ClCCCl.ClCCCl.ClCCCl.ClCCCl.ClCCCl.ClCCCl
LUMO	0.475	eV
charge	0